[1]
The following is a DFT calculation (ωB97M-V/def2-TZVPD) of C19H13BrClFeN2O2 as an isolated structure at a distorted geometry.

Each line ends with the natural charge from an NBO analysis.
Geometry (Å):
H  -1.9603  3.6230  0.9906  0.2273
O  1.3013  -0.0662  1.7089  -0.6784
N  0.7086  -1.6829  -0.7598  -0.5796
Br  5.9296  -1.8861  -3.8094  0.1251
H  -3.6140  -4.0179  2.2260  0.2449
C  1.2397  0.7289  2.6565  0.4544
H  -4.1621  -1.6081  2.6142  0.2469
Fe  0.1710  0.0319  -0.0756  1.4838
C  -2.9989  -3.2426  1.7980  -0.1482
C  0.0354  -2.7444  -0.2666  0.1643
C  0.3797  1.8695  2.7513  -0.3008
H  4.0957  -3.9842  -2.8247  0.2458
H  -2.7166  0.1247  1.5968  0.2258
H  1.9009  0.5575  3.5167  0.1535
C  1.8828  -1.8082  -1.4512  0.1663
C  -1.3161  3.3623  1.8163  -0.2407
H  -1.6556  -4.5813  0.7967  0.2369
H  2.0760  0.3443  -1.5429  0.1971
H  1.0293  2.3818  4.7353  0.2326
C  -2.4945  -0.9256  1.4635  0.0684
C  4.3026  -1.8515  -2.8398  -0.0553
C  2.4683  -3.0279  -1.8403  -0.2141
C  -1.1103  -2.5173  0.4962  0.0775
Cl  -0.4588  4.6874  5.4607  0.0409
H  4.2320  0.2889  -2.7551  0.2469
H  1.9880  -3.9675  -1.6210  0.2162
C  -1.3215  4.0895  2.9765  -0.1572
C  3.7378  -0.6290  -2.4803  -0.2126
O  -0.4820  1.5775  0.5414  -0.8192
C  -0.4653  3.7383  4.0340  -0.1025
C  2.5414  -0.6099  -1.8053  -0.2044
C  0.3719  2.6460  3.9198  -0.1375
C  -3.3070  -1.8952  2.0258  -0.1928
C  3.6617  -3.0439  -2.5249  -0.2135
H  -1.9850  4.9337  3.0888  0.2408
H  0.3946  -3.7511  -0.4153  0.2127
N  -1.4256  -1.2071  0.7384  -0.4903
C  -0.4728  2.2353  1.6514  0.4049
C  -1.9149  -3.5591  1.0214  -0.1659

Its spin multiplicity is 5. As for the HOMO-LUMO gap (alpha / beta): 5.8 / 5.9 eV. The HOMO energy (alpha / beta) comes out at -10.88 / -11.00 eV. The molecular weight comes out at 472.53 Da. As for the total charge: +1. The value obtained for the LUMO energy (alpha / beta) is -0.1852 / -0.1889 hartree. For the energy above the lowest of the compared OMol25 structures with the same formula, charge and spin, the calculation gives 18.1 kcal/mol. Its total energy is -143936.0905 eV.

[2]
The following is a DFT calculation (ωB97M-V/def2-TZVPD) of H14O7 as an isolated structure at a distorted geometry.

Each line ends with the natural charge from an NBO analysis.
Geometry (Å):
H  23.2156  8.8541  -14.5376  0.4443
H  19.3272  10.6775  -17.2179  0.4496
O  18.0961  9.2973  -12.8187  -0.7999
O  22.5569  9.3654  -15.0077  -0.9444
H  18.6392  9.5542  -13.8146  0.4307
H  18.3023  10.5621  -15.7993  0.4608
O  19.9558  10.0339  -16.8909  -0.9503
H  16.0683  10.6980  -13.2488  0.4598
O  16.1109  9.7461  -13.3400  -0.9910
O  20.9762  8.9196  -13.6137  -0.8333
H  20.6601  8.2912  -12.9645  0.5088
H  21.7996  9.3774  -14.4224  0.4299
H  18.1508  9.7037  -11.9538  0.5246
H  20.0175  9.1658  -14.3058  0.4378
H  17.4721  9.7414  -14.8354  0.4559
H  16.9884  9.5148  -13.0356  0.4113
O  17.4048  10.4349  -15.4918  -0.9505
H  21.0958  9.7324  -13.1224  0.5123
H  19.8332  10.0395  -15.9416  0.4653
O  19.2091  9.5972  -14.5825  -1.0458
H  18.0123  8.3608  -12.6389  0.5241

Its spin multiplicity is 1. As for the HOMO-LUMO gap: 8.3 eV. The HOMO energy comes out at -9.60 eV. The molecular weight comes out at 126.10 Da. The value obtained for the LUMO energy is -0.0492 hartree. For the energy above the lowest of the compared OMol25 structures with the same formula, charge and spin, the calculation gives 238.5 kcal/mol. Its total energy is -14551.1193 eV.

[3]
The following is a DFT calculation (ωB97M-V/def2-TZVPD) of C24H38GeIN2O5PdS as an isolated structure at a distorted geometry.

Each line ends with the Mulliken charge.
Geometry (Å):
C  1.1420  3.6687  0.7075  1.3738
H  1.2782  0.9042  5.1556  0.3246
C  -1.9624  0.2870  -1.9782  0.3992
H  0.3655  4.6819  2.4441  0.3474
I  -1.6309  0.1418  1.0377  0.3549
H  3.9964  -1.8128  3.1191  0.5029
C  -0.7830  -2.8345  -5.6878  -0.7895
N  -0.5959  0.3200  -1.8817  -0.0074
C  0.3853  0.2880  5.3070  -1.4697
H  -0.0674  -2.6625  -1.8938  0.3867
H  2.8755  4.3226  -0.4061  0.5238
H  -0.8494  -4.7696  -2.9102  0.4118
C  -4.7183  0.1251  -2.0076  -0.8536
C  -1.9320  -0.2143  4.5295  -1.7320
H  -2.7654  0.0820  3.8908  0.3905
H  -2.0551  -5.0962  -6.3742  0.3976
H  -4.4950  -0.0812  0.1162  0.4022
N  -2.6598  0.1128  -0.8383  -0.1976
H  2.6933  -0.7682  3.6679  0.3486
H  4.2188  -2.3344  0.5936  0.4666
H  4.0807  -0.0859  2.7703  0.4026
H  0.9185  -2.0718  2.4332  0.0750
H  -0.5237  -5.8074  -5.8849  0.3164
C  1.6514  -2.2918  1.6554  -1.0330
S  0.4439  -0.1070  -3.0609  1.5979
C  -0.7158  0.6684  4.3328  1.0012
O  1.9672  0.0771  1.2036  -0.2720
H  -0.9729  -2.8871  -6.7519  0.4385
H  -2.0783  0.6206  -4.0905  0.6109
O  0.6266  0.8653  -4.0794  -0.6284
C  2.6822  -1.1829  1.5383  1.4992
C  3.4039  -0.9384  2.8523  -1.7803
H  -1.7808  2.4184  3.6336  0.2763
C  -0.7142  -3.8909  -3.5274  -0.9384
O  -0.1995  0.3779  2.9600  -0.0580
H  -5.7950  0.0518  -1.9872  0.4521
C  0.0697  4.1713  -0.2451  -1.4391
H  -0.8733  4.3100  0.2832  0.3505
H  1.1283  -2.4331  0.7059  -0.0408
H  -1.6874  -1.2613  4.3478  0.3728
H  -1.9091  -5.9033  -4.8035  0.3872
O  1.6034  -0.3564  -2.1379  -0.7101
Pd  0.6073  0.2132  -0.3401  1.0198
H  -0.0708  3.4739  -1.0729  0.1895
H  3.1915  2.9661  0.6710  0.2973
C  1.3083  4.5886  1.9043  -1.6026
H  2.0744  4.2080  2.5868  0.3533
C  2.4525  3.4007  -0.0086  -1.3705
H  -1.4973  2.3817  5.3809  0.5150
H  -0.1706  2.7696  4.2944  0.2903
C  -0.1055  -1.5939  -3.7667  0.1412
H  2.1480  -3.2301  1.9011  0.5388
H  2.2950  2.7120  -0.8420  0.1701
C  -0.3492  -1.6433  -5.1347  -0.4741
C  -1.3992  -5.2644  -5.5219  -1.5119
H  3.1277  -1.5420  -0.5468  0.2258
H  1.6201  5.5798  1.5766  0.4806
H  -2.2772  -0.1211  5.5587  0.4683
O  0.6169  2.3781  1.1860  0.2700
H  0.0503  0.4570  6.3298  0.5381
H  0.6538  -0.7635  5.2035  0.3401
C  -4.0159  0.3254  -3.1977  -0.4029
C  3.6540  -1.4227  0.4005  -1.4380
H  4.3559  -0.5944  0.3095  0.3473
C  -0.9689  -3.9710  -4.9010  0.8519
Ge  1.2937  1.3010  2.4061  0.0249
C  -2.6431  0.4205  -3.1919  -0.6045
C  -1.0639  2.1458  4.4096  -1.3057
H  -0.1845  -0.7666  -5.7462  0.5687
C  -0.2807  -2.7131  -2.9549  -0.4274
H  0.3777  5.1318  -0.6580  0.4608
C  -4.0124  0.0436  -0.8438  0.0972
H  -4.5546  0.4255  -4.1307  0.4870

Its spin multiplicity is 2. As for the HOMO-LUMO gap (alpha / beta): 7.3 / 6.3 eV. The HOMO energy (alpha / beta) comes out at -14.58 / -14.57 eV. The molecular weight comes out at 772.58 Da. As for the total charge: +2. The value obtained for the LUMO energy (alpha / beta) is -0.2681 / -0.3053 hartree. For the energy above the lowest of the compared OMol25 structures with the same formula, charge and spin, the calculation gives 0.0 kcal/mol. Its total energy is -117639.6066 eV.

[4]
The following is a DFT calculation (ωB97M-V/def2-TZVPD) of C3H5ClS as an isolated structure at a distorted geometry.

Each line ends with the natural charge from an NBO analysis.
Geometry (Å):
Cl  1.7527  -0.7448  -0.0909  -0.0130
C  -0.0346  0.6153  -1.2958  -0.2404
C  -0.3729  -0.5837  0.9903  -0.6302
H  0.2061  -1.3442  1.7840  0.2624
H  -1.2152  -1.2622  0.0957  0.2275
H  0.6191  -0.2309  -2.0475  0.2412
H  0.8447  1.3074  0.7037  0.2527
S  -1.1064  1.8501  -1.8997  0.0419
H  -1.1890  -0.0008  1.5664  0.2180
C  0.4955  0.3939  0.1938  -0.3600

Its spin multiplicity is 1. As for the HOMO-LUMO gap: 8.2 eV. The HOMO energy comes out at -9.16 eV. The molecular weight comes out at 108.59 Da. The value obtained for the LUMO energy is -0.0344 hartree. For the energy above the lowest of the compared OMol25 structures with the same formula, charge and spin, the calculation gives 72.7 kcal/mol. Its total energy is -26545.8208 eV.

[5]
The following is a DFT calculation (ωB97M-V/def2-TZVPD) of one molecule with the formula C3H8NOPS2 at a distorted geometry.

Each line ends with the natural charge from an NBO analysis.
Geometry (Å):
S  -1.9937  -1.9877  0.0960  -0.5124
H  1.9927  -2.3703  0.7232  0.1646
N  0.6409  -0.7523  1.1450  -0.8975
O  0.5241  -0.7485  -1.3335  -0.7730
S  -1.2784  1.4219  -0.0497  -0.0163
H  -3.4726  0.9643  -0.9971  0.2295
C  -3.1033  1.2874  -0.0568  -0.7183
H  0.1264  -1.2773  1.8166  0.3886
C  1.8326  -1.2280  0.6675  -0.2324
H  2.3801  -1.3612  -1.3973  0.1904
H  -3.4433  2.3355  0.1568  0.2346
P  -0.6730  -0.6019  -0.1853  1.4092
H  2.6683  -0.8117  1.1529  0.1903
H  -3.4787  0.7156  0.7785  0.2381
H  2.2655  0.3409  -0.9162  0.1739
C  1.7788  -0.6753  -0.8339  -0.0693

Its spin multiplicity is 1. As for the HOMO-LUMO gap: 9.3 eV. The HOMO energy comes out at -8.86 eV. Its structure (SMILES) is CS[P@]1(=S)NCCO1. The molecular weight comes out at 169.21 Da. The value obtained for the LUMO energy is 0.0159 hartree. For the energy above the lowest of the compared OMol25 structures with the same formula, charge and spin, the calculation gives 21.5 kcal/mol. Its total energy is -37738.3175 eV.

[6]
The following is a DFT calculation (ωB97M-V/def2-TZVPD) of C9H24DyIO2P2 as an isolated structure at a distorted geometry.

Each line ends with the Mulliken charge.
Geometry (Å):
H  0.0552  1.2217  3.2817  0.2322
H  -1.9373  -3.5301  -1.0818  0.3608
H  0.8485  -3.5263  -2.2024  0.3633
H  0.0195  3.2364  2.0897  0.2728
H  1.2036  0.1072  -4.8170  0.3432
I  -0.9140  -0.2926  -2.8849  0.2197
C  0.6799  3.4988  1.2545  -1.1897
C  -1.4976  3.6446  -0.6098  -1.1800
C  0.1946  0.1684  2.9924  -0.6937
H  1.1126  -0.2351  3.4483  0.2934
P  0.1318  -2.7958  0.0303  0.8784
P  0.0953  2.7569  -0.3237  0.9014
H  1.6866  3.1427  1.5092  0.3737
C  1.1540  3.5058  -1.6227  -1.1818
H  0.8415  3.1963  -2.6271  0.3583
H  -2.1511  -3.4100  0.6769  0.3701
H  -0.6584  -0.4084  3.3999  0.2755
H  1.0909  4.5966  -1.5521  0.3742
H  -0.1633  -0.9421  -5.3936  0.3576
C  -1.9669  -0.0666  -0.1103  0.2035
H  1.6934  -2.8311  1.9267  0.3471
H  2.1980  3.1944  -1.4922  0.3982
H  0.8903  -4.4106  1.7115  0.4072
H  -1.2970  4.7253  -0.6573  0.4061
H  2.2300  -3.3323  -1.1188  0.3950
H  -2.1987  3.4417  0.2116  0.3694
C  -1.4556  -3.7182  -0.1148  -1.1611
C  0.1134  -0.0302  -4.8693  -0.8694
O  -3.1173  -0.0777  -0.0025  -0.1254
H  -0.3839  0.8278  -5.3115  0.3359
H  0.7122  4.5886  1.1608  0.4050
H  1.1653  -4.7559  -0.9498  0.3800
Dy  0.5208  -0.0255  -0.3917  0.5023
C  0.7425  -3.3260  1.6888  -1.1905
O  0.3686  0.0689  1.5963  -0.4326
H  0.0193  -3.0482  2.4666  0.3316
C  1.1916  -3.6847  -1.1744  -1.1846
H  -1.2537  -4.7944  -0.0163  0.4001
H  -1.9664  3.3251  -1.5500  0.3530

Its spin multiplicity is 6. As for the HOMO-LUMO gap (alpha / beta): 6.8 / 8.1 eV. The HOMO energy (alpha / beta) comes out at -15.38 / -15.57 eV. The molecular weight comes out at 515.64 Da. As for the total charge: +2. The value obtained for the LUMO energy (alpha / beta) is -0.3153 / -0.2751 hartree. For the energy above the lowest of the compared OMol25 structures with the same formula, charge and spin, the calculation gives 25.3 kcal/mol. Its total energy is -64563.6857 eV.

[7]
The following is a DFT calculation (ωB97M-V/def2-TZVPD) of one molecule with the formula C3H5N3S2 at a distorted geometry.

Each line ends with the natural charge from an NBO analysis.
Geometry (Å):
H  0.7345  -2.2488  1.4534  0.4326
N  0.3515  -0.8768  -0.0582  -0.3912
H  1.6256  0.9220  -2.3544  0.1309
C  -0.3501  1.2682  -1.1805  -0.6000
N  0.1416  -1.4333  1.1476  -0.4093
S  0.3369  0.7119  -2.7218  0.0032
H  0.4528  -1.5464  -0.8733  0.4363
S  -0.5431  -0.7953  3.6146  -0.2586
N  -0.7307  0.5544  1.2153  -0.4875
H  -1.4523  1.4972  -1.3015  0.2679
H  0.1912  2.1866  -0.9146  0.2617
C  -0.4713  -0.5458  1.9675  0.2055
C  -0.2867  0.3059  0.0059  0.4085

Its spin multiplicity is 1. As for the HOMO-LUMO gap: 8.1 eV. The HOMO energy comes out at -7.88 eV. Its structure (SMILES) is S=c1nc(CS)[nH][nH]1. The molecular weight comes out at 147.23 Da. The value obtained for the LUMO energy is 0.0066 hartree. For the energy above the lowest of the compared OMol25 structures with the same formula, charge and spin, the calculation gives 20.4 kcal/mol. Its total energy is -29331.8217 eV.

[8]
The following is a DFT calculation (ωB97M-V/def2-TZVPD) of a 3-piece molecular cluster, C4H10N2O2 overall at a distorted geometry.

Each line ends with the natural charge from an NBO analysis.
Geometry (Å):
O  5.2836  0.7189  -1.3436  -0.9290
O  -4.8963  2.8714  -1.4910  -0.9435
N  -1.0417  0.6583  -0.2999  -0.4020
H  1.6566  -0.8037  0.3801  0.4411
H  -4.7782  2.9238  -0.6048  0.4670
C  -0.3275  -2.5200  1.3757  -0.7069
H  -4.1243  2.9511  -2.0324  0.4770
H  0.2252  -2.5776  2.3383  0.2857
C  0.2477  0.6570  -0.2881  0.3718
H  5.5910  1.3544  -1.8990  0.4638
H  -2.4313  -0.5543  0.8707  0.2550
H  5.9340  0.7676  -0.6782  0.4656
H  0.1464  -3.2291  0.7324  0.2898
H  0.8541  1.4739  -0.5204  0.2372
C  -1.4706  -0.4489  0.3819  0.1138
C  -0.3245  -1.1203  0.8888  0.3779
N  0.8134  -0.3820  0.5207  -0.5278
H  -1.3577  -2.7405  1.6689  0.2637

Its spin multiplicity is 2. As for the HOMO-LUMO gap (alpha / beta): 9.2 / 5.5 eV. The HOMO energy (alpha / beta) comes out at -13.70 / -13.70 eV. The molecular weight comes out at 118.14 Da. As for the total charge: +1. The value obtained for the LUMO energy (alpha / beta) is -0.1638 / -0.3002 hartree. For the energy above the lowest of the compared OMol25 structures with the same formula, charge and spin, the calculation gives 51.7 kcal/mol. Its total energy is -11375.8679 eV.

Copy entry 4 word for word.
The following is a DFT calculation (ωB97M-V/def2-TZVPD) of C3H5ClS as an isolated structure at a distorted geometry.

Each line ends with the natural charge from an NBO analysis.
Geometry (Å):
Cl  1.7527  -0.7448  -0.0909  -0.0130
C  -0.0346  0.6153  -1.2958  -0.2404
C  -0.3729  -0.5837  0.9903  -0.6302
H  0.2061  -1.3442  1.7840  0.2624
H  -1.2152  -1.2622  0.0957  0.2275
H  0.6191  -0.2309  -2.0475  0.2412
H  0.8447  1.3074  0.7037  0.2527
S  -1.1064  1.8501  -1.8997  0.0419
H  -1.1890  -0.0008  1.5664  0.2180
C  0.4955  0.3939  0.1938  -0.3600

Its spin multiplicity is 1. As for the HOMO-LUMO gap: 8.2 eV. The HOMO energy comes out at -9.16 eV. The molecular weight comes out at 108.59 Da. The value obtained for the LUMO energy is -0.0344 hartree. For the energy above the lowest of the compared OMol25 structures with the same formula, charge and spin, the calculation gives 72.7 kcal/mol. Its total energy is -26545.8208 eV.